This record from the OMol25 dataset describes 11 unconnected molecules or ions with the total composition C43H67NO21 in a non-equilibrium geometry. The level of theory is wB97M-V/def2-TZVPD.

Values from the calculation:
Charge: 0
Energy above the lowest of the compared OMol25 structures with the same formula, charge and spin (kcal/mol): 2.76
Structure (SMILES): O=C1CCCO1.O=C1CCCO1.O=C1CCCO1.O=C1CCCO1.O=C1CCCO1.O=C1CCCO1.O=C1CCCO1.O=C1CCCO1.O=C1CCCO1.O=C1CCCO1.CNC(C)=O
HOMO level (eV): -9.56
LUMO level (eV): 0.5
DFT total energy (hartree): -3313.58169
Orbital gap (eV): 10.1

Structure (XYZ):
```
132
Properties=species:S:1:pos:R:3:forces:R:3:mulliken_charge:R:1
O 15.539995 20.598740 14.091640 0.4 -0.4 0.0 -0.62
C 16.153077 19.630225 14.450471 0.3 -0.2 -0.6 0.54
C 16.274170 19.079166 15.852333 -0.8 -0.7 -0.4 -0.61
C 16.676639 17.613326 15.604314 1.8 0.0 0.5 0.97
C 17.430650 17.689030 14.244222 -0.4 1.2 1.5 0.04
O 16.810764 18.804585 13.568090 -0.1 0.4 0.2 -0.31
H 16.961955 19.675058 16.445766 0.0 0.0 0.1 0.33
H 15.247527 19.173553 16.225722 0.4 0.0 0.5 0.25
H 17.302569 17.103450 16.408933 -0.9 0.8 -1.0 0.41
H 15.808758 17.011007 15.400902 -0.3 -0.1 0.1 -1.15
H 18.503743 17.861372 14.316525 0.0 0.2 0.1 0.32
H 17.253155 16.805415 13.705011 -0.3 -1.1 -1.0 -0.35
O 16.941225 11.927693 10.972357 -1.4 -1.0 -0.9 -0.51
C 17.871413 12.572779 11.288889 3.0 -0.2 1.6 0.29
C 19.404668 12.175730 11.371898 -0.5 0.4 -1.8 -0.35
C 20.057749 13.545901 11.431363 0.6 -0.4 1.3 -0.66
C 19.051196 14.327083 12.254404 -1.2 -1.3 0.1 -0.23
O 17.740668 13.798630 11.811495 0.5 1.1 0.1 0.10
H 19.654535 11.562502 12.222105 -0.4 -0.2 0.3 -0.13
H 19.712997 11.642958 10.449547 -0.4 0.1 0.6 0.43
H 21.064257 13.559639 11.892578 -0.5 -0.1 -0.2 0.37
H 20.139563 13.924294 10.432110 0.0 0.6 -0.5 0.28
H 19.026192 14.185744 13.343778 0.6 -0.2 -0.3 0.02
H 19.050753 15.358731 12.074772 -0.1 1.5 -0.4 0.32
O 14.799332 11.018871 8.718467 -0.4 1.9 -0.4 -0.63
C 14.373594 12.132428 8.466791 0.1 -2.2 0.2 0.42
C 15.071507 13.338455 7.895146 1.7 0.6 -0.4 0.08
C 13.946347 14.177030 7.281725 -0.1 -0.8 -0.7 -0.71
C 12.825619 13.799419 8.247735 -1.9 -0.3 0.5 0.65
O 13.053199 12.414067 8.620622 0.7 0.4 -0.2 -0.32
H 15.647501 13.864322 8.685827 -0.6 -0.3 -0.1 -0.36
H 15.856672 13.041409 7.165298 -0.7 0.0 0.4 0.53
H 14.093074 15.236918 7.150726 0.3 0.4 0.6 0.34
H 13.843189 13.828142 6.218964 -0.6 -0.1 1.0 0.29
H 12.705184 14.369345 9.186837 1.0 0.2 -0.4 -0.51
H 11.763967 13.791878 7.947518 0.5 0.2 -0.9 0.42
O 20.387203 9.965479 14.539619 3.1 1.6 0.8 -0.58
C 19.346977 9.472553 14.378407 -2.2 -1.0 -1.7 0.38
C 18.783994 8.229753 14.965628 0.5 0.7 1.2 -0.52
C 17.330364 8.260145 14.528703 1.1 -1.9 -0.8 -0.66
C 17.274792 9.232990 13.386410 -0.1 -0.1 -0.6 0.37
O 18.470891 9.995582 13.482746 0.0 0.6 -0.2 -0.09
H 19.389096 7.371751 14.613377 -0.4 0.4 0.4 0.30
H 18.921901 8.446556 16.051420 -0.1 -0.9 -0.6 0.26
H 17.162387 7.281210 14.115646 -0.7 -0.5 0.1 0.47
H 16.711361 8.397257 15.359996 -1.3 0.6 0.9 0.25
H 17.211473 8.726832 12.416125 0.5 0.0 0.1 0.30
H 16.442663 9.899225 13.354720 -0.6 0.6 0.5 -0.38
O 14.054921 9.504201 15.700138 0.8 0.0 -1.3 -0.59
C 13.023513 10.095354 15.591766 -0.9 -0.1 1.0 0.54
C 12.152039 10.335960 16.814495 -1.2 0.1 -1.3 -0.42
C 10.798038 10.769064 16.236933 0.6 2.1 -0.8 -0.61
C 11.203870 11.235297 14.782907 -0.1 -0.7 -0.5 0.40
O 12.452987 10.587546 14.442167 0.7 -1.3 1.4 -0.35
H 12.126957 9.458537 17.425471 0.0 -0.6 0.2 0.56
H 12.609049 11.101553 17.388837 0.5 0.8 0.4 0.01
H 10.026740 9.998563 16.235575 0.2 0.1 -0.1 0.29
H 10.408764 11.707729 16.684840 0.0 -0.8 0.2 0.28
H 10.478006 10.926211 14.030673 0.0 -0.1 0.0 0.23
H 11.441522 12.272937 14.560918 -0.6 0.4 0.9 -0.22
O 17.756365 15.111935 18.113952 0.0 1.4 0.6 -0.62
C 17.529671 14.184000 17.407674 0.1 0.5 0.6 0.42
C 17.332454 12.805214 17.893094 -1.8 -1.1 -0.6 -0.66
C 17.005718 11.992314 16.631031 0.5 1.2 0.0 0.04
C 17.477130 12.985083 15.484979 -1.1 -1.3 1.1 0.48
O 17.554900 14.304606 16.076422 -0.3 -1.0 -0.6 -0.27
H 18.274468 12.514971 18.242741 1.6 -0.5 0.7 0.39
H 16.639149 12.695634 18.755292 0.3 0.4 -0.8 0.26
H 17.475245 11.025606 16.665895 0.7 -0.3 -0.4 0.28
H 15.971605 11.777051 16.508568 -1.0 0.2 0.1 -0.23
H 18.456696 12.707412 15.159904 0.6 -0.1 -0.6 0.40
H 16.704460 12.960607 14.719876 0.5 0.4 -0.2 -0.54
O 14.593130 15.883545 13.242099 0.0 2.3 0.4 -0.09
C 14.527937 14.735281 12.937797 0.1 0.4 -1.5 -0.62
C 14.284333 14.154273 11.569561 0.3 -0.5 1.2 1.33
C 13.907857 12.739322 11.916035 1.0 -1.0 -0.6 0.09
C 14.601888 12.453089 13.241223 1.2 0.6 0.3 1.72
O 14.775029 13.816715 13.822057 0.0 -2.3 0.9 0.31
H 13.583619 14.665342 10.964575 -0.8 0.7 -0.1 -0.20
H 15.244136 14.162701 11.060065 0.3 0.0 0.0 0.03
H 12.865302 12.526300 11.974445 -0.7 0.2 0.0 -0.79
H 14.358356 12.175392 11.112800 -0.2 -1.0 0.1 0.21
H 14.058364 11.875189 13.998542 0.2 0.3 -0.6 -1.38
H 15.642489 12.034902 13.093575 -1.2 0.4 0.1 -0.92
O 13.776898 13.063105 16.715918 -0.3 1.1 0.1 -0.56
C 13.417668 14.197628 16.481293 -0.8 -0.3 -1.6 -0.02
C 14.137961 15.506705 16.602230 0.3 0.4 1.6 1.21
C 13.196867 16.621281 16.049401 1.1 0.0 1.4 0.28
C 11.964602 15.849359 15.696243 -1.8 -0.2 0.0 -0.08
O 12.212600 14.444532 15.872051 0.6 -0.5 0.4 -0.30
H 14.287892 15.637889 17.708748 0.2 0.0 -1.0 0.53
H 15.118675 15.395989 16.122117 -0.4 0.1 0.1 -0.73
H 13.007571 17.383683 16.822822 -0.1 -0.5 0.0 0.44
H 13.646311 17.210526 15.274350 0.2 -0.3 -0.9 -0.37
H 11.105216 16.070668 16.342507 0.3 0.1 0.2 0.31
H 11.552012 16.016864 14.706442 0.4 -0.3 -0.3 -0.28
O 12.532764 19.472894 9.736450 -2.0 0.9 -1.2 -0.54
C 13.508257 18.858811 9.939854 2.9 -1.0 0.9 -0.02
C 14.482437 19.073074 11.085317 -0.4 -1.7 0.4 0.45
C 15.659691 18.190471 10.625893 0.4 1.1 1.1 -0.36
C 15.023434 17.076623 9.872605 -0.1 0.8 -0.5 0.50
O 13.965924 17.794109 9.176302 -1.0 -0.2 -0.3 -0.38
H 14.694721 20.112394 11.358743 -0.1 -0.4 -0.3 0.64
H 13.972837 18.551910 11.955309 0.6 0.7 -0.6 -0.53
H 16.295886 18.787982 9.960347 0.2 -0.2 0.3 0.45
H 16.163139 17.817533 11.502450 0.7 0.0 0.0 -0.26
H 15.745633 16.649263 9.143261 -0.9 0.0 0.3 0.36
H 14.606205 16.340318 10.565840 -0.1 0.1 -0.5 -0.45
O 9.105916 14.503685 12.985974 -0.7 0.2 -0.1 -0.67
C 9.332319 13.826903 12.019066 0.2 1.5 0.8 0.43
C 8.478408 13.525071 10.825526 -0.4 -1.6 0.4 -0.61
C 9.149657 12.290933 10.238004 0.8 0.0 -0.5 -0.85
C 10.598470 12.507843 10.689255 -0.9 -0.4 0.2 0.28
O 10.517158 13.261029 11.910735 1.1 -1.1 -0.7 0.06
H 7.501599 13.287063 11.197105 -0.7 0.2 0.1 0.38
H 8.405488 14.309419 10.110883 0.1 0.9 -0.3 0.28
H 8.744609 11.342545 10.595311 0.0 0.2 0.1 0.29
H 9.181018 12.270617 9.145950 -0.4 -0.1 0.1 0.40
H 11.124413 11.593341 10.858221 0.4 -0.5 0.3 0.58
H 11.124022 13.035777 9.927701 0.5 0.7 -0.2 -0.58
C 10.457091 17.125643 8.734836 -1.0 0.6 -0.4 -0.76
N 10.433258 17.539449 10.109082 -0.3 -0.8 -0.2 -0.01
C 11.181142 16.998319 11.091405 -1.1 0.3 -0.4 0.25
C 11.043068 17.647679 12.431839 2.4 -0.6 0.3 -1.10
O 11.881136 16.022557 10.900649 0.7 -0.5 -0.2 0.03
H 11.160907 17.765888 8.227219 0.4 -0.1 -0.6 0.30
H 9.450922 17.260355 8.258870 0.8 0.0 0.5 0.36
H 10.692722 16.088206 8.664214 0.5 -0.7 -0.1 0.02
H 9.753596 18.224320 10.289050 -0.4 1.0 0.8 0.23
H 10.053424 17.586126 12.791505 -1.1 -0.3 0.6 0.53
H 11.325600 18.698123 12.364064 0.1 0.0 0.1 0.47
H 11.786728 17.068818 13.062077 -1.1 1.0 -0.4 -0.45
```
Forces are in eV/Å.